(1)
Here is an isolated ion of composition C5H11ClN and charge +1 in a non-equilibrium geometry from the OMol25 dataset. Energies are from ωB97M-V/def2-TZVPD.

```
18
Properties=species:S:1:pos:R:3
Cl -2.36674 0.01710 0.88318
N -0.57935 1.84214 -0.54590
C -1.33392 -1.69976 -0.98266
C 0.98651 0.40448 0.76386
C 1.66883 -0.93009 0.98153
C -1.18000 -0.61696 -0.21147
C 0.04746 0.36830 -0.42200
H 0.91748 -1.60328 1.33129
H 2.38623 -0.81817 1.85387
H 0.47633 0.68035 1.62230
H 2.14992 -1.16737 0.02064
H 0.58088 0.02916 -1.42688
H -2.33816 -2.20698 -0.82650
H -0.03021 2.68952 -0.42699
H -1.36506 1.89865 0.11483
H -0.69574 -1.95664 -1.78991
H -0.95737 1.94552 -1.55860
H 1.63290 1.12404 0.61940
```

Results
E = -711.75674 Eh
net charge = +1
structure (SMILES) = C=C(Cl)[C@@H]([NH3+])CC
F_max = 5.354 eV/A
orbital gap = 0.3867 hartree
M = 120.60 g mol⁻¹

(2)
Here is a 2-piece molecular cluster, C5H7NO overall in a non-equilibrium geometry from the OMol25 dataset. Energies are from ωB97M-V/def2-TZVPD.

```
14
Properties=species:S:1:pos:R:3
O -0.54576 -1.62387 -2.34737
N -1.60035 0.27810 0.46672
C 0.58287 1.92098 1.42205
C 1.00075 -0.96735 -0.57216
C 0.09095 0.68645 1.46158
C -1.47844 -0.36176 -0.56016
C -0.12252 -1.09185 -1.16339
H 0.21756 -1.99495 -2.80640
H 0.64063 -0.13342 0.60715
H -2.28757 -0.77072 -1.16996
H 0.73440 2.49663 2.32511
H -0.18382 0.21315 2.39516
H 2.06640 -1.02734 -0.54637
H 0.88491 2.37596 0.48802
```

Results
E = -324.47435 Eh
F_max = 2.439 eV/A
orbital gap = 0.2903 hartree
M = 97.12 g mol⁻¹

(3)
Here is a 16-piece molecular cluster, C64H112N16 overall in a non-equilibrium geometry from the OMol25 dataset. Energies are from ωB97M-V/def2-TZVPD.

```
192
Properties=species:S:1:pos:R:3
N -21.49209 -8.75975 0.31744
N -30.30440 -10.19320 8.34362
N -18.11861 -10.55416 3.27929
N -27.41085 -14.02183 2.27766
N -25.87843 -5.22725 1.56588
N -22.46781 -6.88493 4.25488
N -26.72317 -14.10375 -1.37995
N -26.14283 -9.25928 0.34828
N -24.58983 -5.22407 -2.51662
N -28.02266 -3.96340 7.49639
N -30.19300 -9.35527 -2.18723
N -24.61028 -11.12077 6.71615
N -19.08758 -4.12816 2.31793
N -21.39532 -16.35205 6.04484
N -29.82708 -7.91567 3.43327
N -28.47268 -15.90315 8.86521
C -25.73595 -4.29136 0.88988
C -30.06404 -8.60849 -3.05496
C -20.33070 -9.24437 3.84101
C -26.34721 -10.75061 3.74574
C -26.33094 -7.18039 -2.29573
C -30.96080 -6.56224 -4.25314
C -27.96552 -13.79594 5.96873
C -25.60707 -3.06874 0.10164
C -21.79711 -11.36409 3.61069
C -29.72696 -11.29594 1.05271
C -25.70087 -9.09206 1.43438
C -24.26215 -11.54188 10.23596
C -23.49400 -13.18083 -0.33372
C -29.87925 -13.21355 2.76652
C -25.07989 -8.84602 2.71772
C -23.52897 -2.31449 1.43631
C -25.34120 -6.07735 -2.36886
C -28.50575 -13.69341 2.50441
C -31.19316 -5.58093 0.59041
C -20.03280 -4.66471 1.97712
C -24.63373 -16.06376 4.09524
C -32.40263 -7.03411 -4.30262
C -30.49897 -6.87362 0.12667
C -29.69384 -9.55741 7.60949
C -25.31567 -5.16246 5.37023
C -20.76673 -9.31817 -2.21042
C -25.79378 -8.51781 -2.81012
C -28.52184 -12.53801 6.52224
C -24.83575 -13.42904 0.28655
C -23.25010 -14.52748 5.52105
C -23.30152 -6.64528 4.99397
C -28.78126 -4.33328 6.69211
C -23.92398 -10.42213 9.23284
C -20.84903 -8.12384 -3.13636
C -23.45927 -12.10310 -1.38442
C -20.87011 -4.00386 -0.57438
C -24.65774 -3.88603 4.82113
C -29.60246 -7.57326 2.35524
C -24.29512 -10.83244 7.81840
C -22.21307 -15.59167 5.76906
C -27.16909 -7.82438 8.34936
C -24.10139 -2.59470 0.06649
C -25.89171 -13.78402 -0.65401
C -21.17535 -8.99906 -0.78487
C -29.73987 -4.81481 5.63379
C -21.25980 -5.35295 1.52152
C -21.44677 -5.28173 0.04997
C -30.15272 -11.73290 2.45940
C -25.69386 -12.05166 10.24780
C -28.74339 -3.36020 3.76327
C -27.87586 -15.37652 8.01916
C -25.88920 -9.27470 3.90871
C -24.35756 -6.25956 5.97965
C -28.87542 -8.79344 6.65522
C -29.22755 -7.13639 1.01486
C -29.26947 -4.69079 4.18074
C -22.23878 -7.50024 -3.25263
C -27.11933 -14.69980 6.94946
C -29.88576 -7.68192 -4.20026
C -19.08192 -9.94900 3.48790
C -21.39337 -10.13940 4.44303
C -27.41264 -8.68255 7.06005
C -26.84636 -9.60085 -2.99878
C -24.01701 -14.70937 4.18577
H -20.14791 -7.42561 -2.67921
H -23.68858 -12.40031 9.88638
H -31.98246 -5.26717 -0.09273
H -30.60005 -13.81630 2.21403
H -27.29400 -9.86382 -2.04036
H -19.72592 -9.64176 -2.20021
H -28.59525 -5.51253 3.93938
H -25.15557 -16.31294 3.17129
H -23.47736 -3.32510 -0.44851
H -23.02223 -8.20953 -3.51947
H -30.79822 -5.80332 -3.48781
H -33.07742 -6.18052 -4.36703
H -21.13750 -3.95533 -1.62996
H -24.44163 -3.12724 5.57321
H -30.11436 -13.47228 3.79893
H -21.41151 -10.07862 -2.65097
H -29.26371 -7.77563 6.61788
H -23.67354 -11.12974 -0.94314
H -26.91178 -8.17397 6.23628
H -23.94704 -14.60201 6.35580
H -23.27026 -3.22666 1.97401
H -26.10339 -7.71495 8.55035
H -22.61178 -1.73090 1.35704
H -22.34534 -11.09522 2.70777
H -25.97596 -3.23795 -0.90999
H -29.92696 -5.86545 5.85572
H -26.37629 -14.09109 7.46469
H -24.84168 -7.78813 2.82830
H -23.89506 -16.86344 4.14979
H -28.99474 -12.65110 7.49778
H -26.95218 -9.66244 7.18610
H -28.99840 -9.34439 5.72279
H -26.96075 -10.93733 2.86436
H -21.21694 -6.38736 1.86249
H -24.75444 -14.25606 0.99191
H -20.60980 -8.39900 -4.16357
H -24.17163 -9.44773 2.75106
H -26.76316 -8.62600 3.96780
H -22.30486 -6.68301 -3.97088
H -28.64808 -11.33360 0.90212
H -24.19907 -1.72478 2.06186
H -28.87466 -7.27522 -4.21970
H -23.86926 -5.86306 6.86985
H -22.88708 -10.09018 9.18050
H -26.79088 -7.28830 -1.31343
H -25.29234 -9.18755 4.81660
H -22.49823 -5.46009 -0.17527
H -25.48337 -11.41315 3.69165
H -23.34194 -14.56715 3.34188
H -27.77169 -11.78523 6.76456
H -29.27217 -12.02951 5.91683
H -27.57179 -8.33422 9.22458
H -24.48506 -9.52928 9.50870
H -28.39748 -3.52277 2.74248
H -30.44780 -4.78998 0.67366
H -28.63179 -6.22747 1.09883
H -27.69381 -6.87007 8.30392
H -25.19098 -8.39639 -3.71012
H -22.45848 -7.15339 -2.24291
H -21.22147 -3.05613 -0.16636
H -32.51393 -7.57754 -3.36433
H -25.20170 -12.55357 0.82296
H -25.82583 -5.61979 4.52248
H -25.08638 -8.86418 -2.05665
H -19.78114 -3.96427 -0.54817
H -32.62225 -7.74008 -5.10354
H -29.44675 -2.52899 3.71364
H -21.04358 -6.17943 -0.41871
H -26.02167 -4.96316 6.17642
H -24.24113 -12.32291 -2.11139
H -30.68219 -4.29945 5.81961
H -20.97207 -12.03834 3.38092
H -31.21345 -11.53458 2.61309
H -29.93349 -8.30354 -5.09436
H -30.27054 -6.84234 -0.93867
H -20.12752 -8.40267 4.50310
H -24.80703 -7.21661 6.24445
H -30.18734 -4.88041 3.62427
H -22.82562 -12.93085 0.49022
H -26.98435 -11.03566 4.58293
H -28.54137 -7.89364 0.63561
H -29.96517 -10.24486 0.88967
H -30.74766 -5.98232 -5.15112
H -22.51594 -11.96796 4.16453
H -21.01752 -10.46043 5.41451
H -22.29772 -9.54881 4.58952
H -27.26131 -13.50383 5.18972
H -23.11822 -14.11830 -0.74362
H -22.04858 -4.98543 2.17792
H -24.14538 -1.69260 -0.54373
H -25.84466 -12.76004 11.06239
H -25.43794 -3.43894 4.20510
H -20.78434 -8.78502 2.96277
H -31.21787 -7.68753 0.22062
H -25.34027 -16.28939 4.89398
H -22.73319 -13.56902 5.47329
H -26.28540 -2.32297 0.51614
H -28.73848 -14.37747 5.46626
H -30.27091 -11.80328 0.25594
H -24.76382 -13.93333 4.01802
H -26.44250 -10.52715 -3.40737
H -26.38788 -11.21717 10.34804
H -27.86592 -3.10486 4.35737
H -26.02500 -12.50644 9.31421
H -23.82233 -4.01949 4.13383
H -22.50665 -11.98117 -1.89993
H -26.61738 -15.46927 6.36289
H -27.64102 -9.25687 -3.66082
H -27.12249 -6.90225 -2.99157
H -23.92389 -11.10146 11.17389
H -29.59030 -11.14537 3.18507
H -31.58750 -5.60815 1.60620
```

Results
E = -3381.78695 Eh
F_max = 4.332 eV/A
orbital gap = 0.4020 hartree
M = 1105.71 g mol⁻¹